(1)
7
Properties=species:S:1:pos:R:3:mulliken_charge:R:1 method="wB97M-V/def2-TZVPD" de_lowest_kcal_mol=43.6 homo_energy_ev="-9.023 / -8.970" multiplicity=1 homo_lumo_gap_ev="8.28 / 7.16" e_lumo_ev="-0.7 / -1.8"
C 1.591 0.106 -0.089 0.354
F 1.886 -0.734 -1.096 -0.175
S -1.859 -0.460 0.525 -0.040
S -3.397 -1.265 -0.396 -0.149
Cl 1.435 1.726 -0.593 -0.088
Cl 2.442 -0.227 1.345 -0.092
H -2.097 0.854 0.304 0.190

***

(2)
110
Properties=species:S:1:pos:R:3:mulliken_charge:R:1 method="wB97M-V/def2-TZVPD" charge=+1 homo_energy_ev=-11.865 multiplicity=1 homo_lumo_gap_ev=7.36 e_lumo_ev=-4.5
C 3.071 2.868 -3.959 -0.546
O 2.156 1.859 -3.343 -0.128
B 0.973 1.891 -4.274 0.120
O 0.442 3.203 -4.695 -0.492
N 0.442 0.527 -4.756 0.443
C 1.517 -0.549 -4.962 0.162
O 2.670 0.017 -5.739 -0.159
O 2.299 0.176 -7.006 -0.384
C -0.923 0.288 -4.945 -0.273
N -1.459 -1.084 -5.402 -0.543
N -2.005 1.348 -4.704 -0.124
C -2.699 1.147 -3.375 -0.047
C -3.346 2.606 -2.943 -0.670
C -3.726 3.571 -4.218 -0.293
O -4.836 3.007 -5.057 -0.512
H 3.114 2.787 -5.130 0.195
H 4.187 2.756 -3.561 0.240
H 2.734 3.972 -3.694 0.278
H 0.572 3.372 -5.674 0.354
H 1.147 -1.470 -5.582 0.466
H 1.885 -0.914 -3.892 -0.327
H 2.083 1.162 -7.086 0.343
H -1.746 -1.542 -4.507 0.323
H -2.356 -0.932 -5.949 0.334
H -2.696 1.206 -5.489 0.403
H -3.510 0.300 -3.520 0.150
H -1.909 0.759 -2.569 0.236
H -2.513 3.176 -2.319 0.307
H -4.325 2.391 -2.336 0.340
H -2.806 3.856 -4.904 0.159
H -4.159 4.605 -3.809 0.311
H -5.087 2.100 -4.706 0.318
C 5.717 -2.461 -0.001 -1.496
C 4.761 -1.794 -0.969 0.714
C 3.612 -1.105 -0.296 -0.203
O 2.599 -1.160 -1.285 -0.239
C 2.868 -2.256 -2.056 0.648
O 2.103 -2.724 -2.881 -0.622
O 4.109 -2.758 -1.779 -0.384
H 6.545 -2.925 -0.547 0.384
H 6.129 -1.742 0.712 0.397
H 5.221 -3.267 0.553 0.364
H 5.308 -1.110 -1.629 0.267
H 3.844 -0.068 -0.039 0.052
H 3.253 -1.624 0.599 0.217
C 3.129 2.052 4.779 -1.413
C 4.251 1.950 3.766 0.616
C 3.785 2.053 2.344 -0.460
O 4.768 1.312 1.643 -0.294
C 5.267 0.396 2.527 0.595
O 5.990 -0.535 2.221 -0.648
O 4.846 0.663 3.801 -0.336
H 3.533 1.995 5.795 0.387
H 2.582 2.992 4.674 0.184
H 2.426 1.218 4.677 0.382
H 5.029 2.690 3.987 0.283
H 3.757 3.087 1.991 0.385
H 2.808 1.589 2.169 0.240
C 0.325 -3.389 -0.084 -1.421
C -0.227 -3.161 1.309 0.617
C -1.647 -2.679 1.318 -0.462
O -1.715 -1.944 2.528 -0.319
C -0.447 -1.501 2.784 0.569
O -0.163 -0.677 3.635 -0.652
O 0.460 -2.104 1.957 -0.219
H 1.353 -3.762 -0.026 0.348
H -0.278 -4.113 -0.638 0.439
H 0.367 -2.452 -0.651 0.172
H -0.108 -4.067 1.916 0.253
H -2.365 -3.503 1.328 0.359
H -1.886 -2.005 0.488 0.260
C 0.079 5.224 7.959 -1.402
C 1.061 5.984 7.090 0.493
C 0.584 6.184 5.683 -0.500
O 1.797 6.272 4.956 -0.313
C 2.727 5.564 5.666 0.654
O 3.830 5.261 5.248 -0.558
O 2.253 5.239 6.907 -0.300
H 0.470 5.131 8.977 0.348
H -0.890 5.730 8.002 0.375
H -0.070 4.203 7.589 0.336
H 1.325 6.937 7.564 0.259
H 0.000 7.102 5.569 0.333
H 0.005 5.341 5.292 0.297
C -4.175 -4.581 -7.496 -1.428
C -4.727 -4.354 -6.104 0.471
C -6.147 -3.871 -6.095 -0.519
O -6.215 -3.136 -4.885 -0.311
C -4.947 -2.693 -4.629 0.582
O -4.663 -1.870 -3.777 -0.554
O -4.040 -3.296 -5.456 -0.254
H -3.147 -4.955 -7.438 0.361
H -4.778 -5.306 -8.051 0.383
H -4.133 -3.645 -8.064 0.349
H -4.608 -5.259 -5.497 0.248
H -6.865 -4.695 -6.085 0.331
H -6.386 -3.198 -6.925 0.304
C -1.290 -1.177 6.569 -1.089
C -1.762 -2.589 6.848 0.541
C -2.741 -3.104 5.835 -0.225
O -3.495 -4.041 6.583 -0.347
C -3.441 -3.630 7.886 0.577
O -4.132 -4.083 8.782 -0.547
O -2.511 -2.641 8.051 -0.349
H -0.561 -0.866 7.325 0.360
H -0.822 -1.101 5.583 0.116
H -2.119 -0.463 6.625 0.348
H -0.903 -3.262 6.953 0.233
H -2.246 -3.593 4.992 0.161
H -3.421 -2.335 5.453 0.286

***

(3)
9
Properties=species:S:1:pos:R:3:mulliken_charge:R:1 method="wB97M-V/def2-TZVPD" de_lowest_kcal_mol=92.9 homo_energy_ev="-9.355 / -8.923" multiplicity=1 homo_lumo_gap_ev="7.30 / 8.59" e_lumo_ev="-2.1 / -0.3"
C -1.980 -0.710 0.246 0.106
C 0.123 0.623 -0.149 0.093
N -1.155 0.283 -0.068 -0.380
N -1.457 -1.758 -0.199 -0.367
N 1.095 -0.215 0.271 -0.191
F 3.321 1.219 0.097 -0.313
S 2.581 -0.334 0.071 0.317
H -3.034 -0.574 0.385 0.329
H 0.506 1.466 -0.653 0.406

***

(4)
30
Properties=species:S:1:pos:R:3:mulliken_charge:R:1 method="wB97M-V/def2-TZVPD" de_lowest_kcal_mol=163.1 charge=-1 homo_energy_ev=-3.612 multiplicity=1 homo_lumo_gap_ev=6.83 e_lumo_ev=3.2
I -8.964 -10.803 -28.952 -0.820
C -6.360 -14.263 -26.821 -1.142
C -7.189 -12.975 -27.064 -0.175
O -6.875 -12.196 -28.178 -0.434
H -6.077 -14.586 -27.823 0.295
H -6.848 -15.029 -26.217 0.325
H -5.465 -14.113 -26.217 0.290
H -7.152 -12.419 -26.127 0.317
H -8.219 -13.314 -27.175 0.229
H -7.282 -11.356 -27.955 0.155
C -11.120 -13.220 -29.785 -0.115
C -12.027 -14.444 -30.273 -0.535
O -11.172 -15.566 -30.652 -0.521
O -10.517 -12.369 -30.800 -0.482
H -10.309 -13.517 -29.120 0.089
H -11.742 -12.499 -29.254 0.322
H -12.659 -14.062 -31.075 0.282
H -12.587 -14.653 -29.361 0.311
H -11.049 -15.397 -31.589 0.307
H -9.966 -11.678 -30.424 0.228
C -6.796 -11.721 -31.077 0.037
C -6.196 -12.008 -32.510 -0.697
O -5.861 -10.891 -33.343 -0.523
O -8.121 -11.114 -31.162 -0.733
H -6.205 -10.990 -30.525 0.254
H -6.983 -12.533 -30.375 0.214
H -6.997 -12.586 -32.971 0.283
H -5.263 -12.571 -32.528 0.330
H -5.132 -10.420 -32.930 0.288
H -8.467 -10.914 -30.289 0.622

***

(5)
88
Properties=species:S:1:pos:R:3:mulliken_charge:R:1 method="wB97M-V/def2-TZVPD" de_lowest_kcal_mol=22.0 charge=+1 homo_energy_ev="-9.979 / -9.978" multiplicity=7 homo_lumo_gap_ev="6.13 / 6.74" s2=12.009 e_lumo_ev="-3.8 / -3.2"
Eu 0.357 -0.984 0.277 -0.166
C -3.927 -2.623 0.227 -1.156
C -2.918 -3.439 1.016 -0.858
N -1.818 -2.693 1.671 1.217
C -0.947 -3.724 2.279 -0.797
C -0.085 -4.452 1.252 -1.157
C -2.355 -1.808 2.736 -1.757
C -2.282 -0.313 2.431 -1.027
N -0.908 0.090 2.123 1.005
C -0.657 1.390 1.810 -0.180
C 0.676 1.770 1.523 0.915
F 1.637 0.774 1.584 -0.290
C 1.086 3.031 1.161 -0.290
F 2.379 3.236 0.903 -0.398
C 0.180 4.063 1.061 -0.309
C -1.139 3.747 1.340 0.469
F -2.062 4.706 1.245 -0.374
C -1.550 2.483 1.709 0.284
F -2.864 2.307 1.948 -0.439
H -3.491 -2.227 -0.689 0.046
H -4.349 -1.804 0.812 0.290
H -4.751 -3.279 -0.057 0.536
H -2.468 -4.168 0.342 0.370
H -3.457 -4.000 1.792 0.406
H -1.551 -4.451 2.838 0.590
H -0.302 -3.230 2.996 0.267
H -0.617 -5.273 0.775 0.428
H 0.805 -4.864 1.726 0.416
H 0.240 -3.759 0.471 -0.024
H -1.799 -2.001 3.653 0.534
H -3.402 -2.054 2.939 0.515
H -2.660 0.215 3.314 0.503
H -2.973 -0.078 1.620 0.334
H 0.481 5.064 0.790 0.533
N 0.191 7.460 -6.491 -0.504
C 0.222 6.567 -5.769 -0.202
C 0.259 5.448 -4.876 0.517
C 0.780 4.232 -5.317 -0.999
C 0.805 3.148 -4.458 -0.116
C 0.310 3.251 -3.158 0.067
C -0.191 4.478 -2.723 0.044
C -0.219 5.570 -3.573 -0.955
C 0.312 2.056 -2.266 1.366
C -0.939 1.554 -1.859 -0.664
C -2.223 2.073 -2.261 -1.245
C -3.178 1.305 -1.645 -2.137
C -2.472 0.337 -0.904 -0.221
N -1.134 0.462 -1.021 2.006
C 1.562 1.514 -1.912 -0.354
C 2.843 2.087 -2.241 -0.905
C 3.798 1.279 -1.686 -1.577
C 3.097 0.239 -1.033 -0.699
N 1.759 0.364 -1.164 1.691
H 1.154 4.147 -6.328 0.463
H 1.216 2.202 -4.793 0.470
H -0.557 4.569 -1.708 0.447
H -0.607 6.522 -3.237 0.488
H -2.392 2.897 -2.931 0.729
H -4.249 1.410 -1.703 0.550
H -2.899 -0.451 -0.309 0.176
H 3.000 2.998 -2.794 0.658
H 4.867 1.412 -1.708 0.517
H 3.527 -0.591 -0.489 0.488
N -1.138 -2.158 -2.163 -0.344
N -0.322 -1.696 -3.226 -0.280
C 1.002 -1.928 -3.118 0.226
N 1.800 -1.365 -4.028 -0.280
S 1.596 -2.911 -1.891 -0.337
H -0.985 -3.164 -2.118 0.318
H -2.098 -2.000 -2.450 0.301
H -0.647 -0.835 -3.644 0.334
H 1.453 -0.767 -4.759 0.193
H 2.789 -1.521 -3.958 0.230
C 2.885 -2.501 5.668 -1.092
N 2.566 -2.313 4.267 0.052
C 3.391 -2.812 3.180 -0.552
C 2.599 -2.325 1.973 -0.153
O 2.873 -2.414 0.788 -0.616
N 1.473 -1.716 2.406 0.875
C 1.528 -1.650 3.746 -0.109
N 0.608 -0.970 4.410 -0.153
H 3.387 -3.459 5.786 0.354
H 1.973 -2.522 6.263 0.388
H 3.542 -1.715 6.044 0.322
H 3.480 -3.901 3.186 0.361
H 4.394 -2.383 3.192 0.383
H 0.001 -0.402 3.795 -0.183
H 0.697 -0.763 5.389 0.227

***

(6)
12
Properties=species:S:1:pos:R:3:mulliken_charge:R:1 method="wB97M-V/def2-TZVPD" smiles=C#CCC#CC de_lowest_kcal_mol=84.4 homo_energy_ev=-9.595 multiplicity=1 homo_lumo_gap_ev=10.59 e_lumo_ev=1.0
C 2.874 0.767 -0.152 0.093
C 2.133 -0.158 -0.357 -0.450
C 1.137 -1.219 -0.581 -0.657
C -0.209 -0.662 -0.380 -0.183
C -1.239 -0.070 -0.181 0.635
C -2.447 0.712 0.080 -1.212
H 3.514 1.599 0.037 0.391
H 1.241 -1.626 -1.595 0.262
H 1.317 -2.053 0.109 0.261
H -2.655 0.756 1.154 0.282
H -2.311 1.738 -0.278 0.279
H -3.322 0.290 -0.422 0.298

***

(7)
18
Properties=species:S:1:pos:R:3:mulliken_charge:R:1 method="wB97M-V/def2-TZVPD" smiles=CC(C)(F)[C@](C)(O)F de_lowest_kcal_mol=14.7 homo_energy_ev=-11.029 multiplicity=1 homo_lumo_gap_ev=11.85 e_lumo_ev=0.8
C 0.836 0.818 1.375 -1.365
C 0.141 0.759 0.043 1.065
C 1.095 0.526 -1.119 -1.570
F -0.548 1.948 -0.222 -0.401
C -1.030 -0.368 -0.017 1.006
C -0.670 -1.842 0.094 -1.465
O -1.819 -0.169 -1.181 -0.586
F -1.839 -0.110 1.052 -0.356
H 0.201 1.408 2.176 0.284
H 1.789 1.384 1.224 0.398
H 1.172 -0.241 1.653 0.305
H 1.442 1.508 -1.384 0.464
H 0.685 0.164 -2.003 0.437
H 1.934 -0.182 -0.906 0.298
H -0.189 -2.227 -0.729 0.340
H -1.544 -2.363 0.363 0.414
H -0.057 -1.796 1.012 0.339
H -1.598 0.784 -1.431 0.392

***

(8)
56
Properties=species:S:1:pos:R:3:mulliken_charge:R:1 method="wB97M-V/def2-TZVPD" de_lowest_kcal_mol=12.8 homo_energy_ev=-8.561 multiplicity=1 homo_lumo_gap_ev=7.69 e_lumo_ev=-0.9
In -0.215 0.355 0.103 1.404
O -3.507 -2.893 -0.833 -0.474
C -2.688 -1.848 -0.685 0.077
O -1.508 -1.874 -0.915 -0.477
C -3.387 -0.620 -0.182 0.614
C -4.751 -0.529 -0.035 -0.658
C -5.281 0.683 0.405 -0.342
C -4.438 1.740 0.679 -0.814
C -3.071 1.560 0.514 0.595
N -2.571 0.405 0.090 -0.001
C -2.078 2.677 0.824 0.175
O -2.545 3.773 1.076 -0.722
O -0.836 2.320 0.786 -0.567
H -2.963 -3.628 -1.152 0.375
H -5.380 -1.379 -0.263 0.542
H -6.352 0.790 0.530 0.437
H -4.790 2.704 1.017 0.545
C -0.104 -0.908 1.867 -1.499
C 0.413 -2.290 1.559 0.588
C -0.382 -3.408 1.826 -0.445
C 0.040 -4.692 1.519 -0.921
C 1.287 -4.893 0.942 0.575
C 2.106 -3.793 0.682 -1.087
C 1.670 -2.513 0.982 0.506
C 1.733 -6.236 0.617 -0.023
N 2.080 -7.305 0.362 -0.514
H 0.536 -0.382 2.573 0.504
H -1.110 -0.965 2.283 0.484
H -1.354 -3.267 2.288 0.417
H -0.593 -5.545 1.734 0.466
H 3.078 -3.945 0.232 0.468
H 2.319 -1.668 0.754 0.065
N 2.018 1.715 1.930 -0.117
C 3.114 0.932 1.779 0.532
N 3.600 0.443 2.934 -0.386
S 3.758 0.532 0.283 -0.355
H 1.783 2.097 2.832 0.180
H 1.744 2.281 1.144 -0.215
H 3.115 0.554 3.807 0.184
H 4.325 -0.247 2.869 0.245
C 1.866 3.439 -0.872 -1.014
Ge 1.269 2.330 -2.363 0.410
C 2.758 2.043 -3.584 -1.163
C -0.171 3.305 -3.240 -1.167
C 0.586 0.582 -1.838 -1.225
H 2.121 4.437 -1.242 0.436
H 2.763 3.010 -0.412 0.228
H 1.062 3.544 -0.134 0.297
H 3.175 2.997 -3.926 0.365
H 2.436 1.467 -4.457 0.351
H 3.544 1.486 -3.064 0.310
H 0.207 4.257 -3.623 0.372
H -0.967 3.520 -2.519 0.311
H -0.596 2.738 -4.074 0.361
H 1.371 -0.177 -1.910 0.310
H -0.234 0.286 -2.501 0.459

***

(9)
118
Properties=species:S:1:pos:R:3:mulliken_charge:R:1 method="wB97M-V/def2-TZVPD" de_lowest_kcal_mol=48.2 charge=-1 homo_energy_ev="-4.738 / -4.744" multiplicity=3 homo_lumo_gap_ev="7.02 / 7.03" s2=2.002 e_lumo_ev="2.3 / 2.3"
Tm -0.446 -0.375 -1.806 -0.237
C 2.944 -3.977 4.845 -2.004
C 3.423 -3.079 3.670 2.084
C 3.989 -1.794 4.271 -1.324
C 4.475 -3.963 2.964 -1.815
C 2.345 -2.663 2.698 -0.570
C 2.681 -2.162 1.448 -0.136
C 1.675 -1.746 0.589 0.034
Se 2.231 -0.589 -0.856 0.052
C 2.199 1.062 0.146 -0.275
C 3.364 1.467 0.836 0.073
C 3.302 2.572 1.636 -0.332
C 2.149 3.330 1.619 -0.394
C 1.006 3.055 0.869 -0.400
C 0.983 1.776 0.230 0.571
O -0.062 1.222 -0.275 0.084
C -0.033 4.160 0.764 2.708
C -1.119 3.807 -0.278 -1.844
C -0.670 4.456 2.150 -1.756
C 0.672 5.510 0.341 -1.738
C 4.455 3.082 2.507 1.809
C 5.687 2.107 2.599 -1.745
C 3.953 3.239 3.989 -1.534
C 4.965 4.430 2.065 -1.583
C 0.301 -1.945 0.814 0.786
O -0.548 -1.729 -0.148 -0.488
C -0.082 -2.443 2.134 -1.109
C 0.984 -2.732 3.006 -0.103
C -1.517 -2.668 2.601 2.765
C -2.441 -1.646 1.981 -1.463
C -1.930 -4.104 2.150 -1.838
C -1.670 -2.577 4.157 -2.018
H 3.751 -4.386 5.454 0.424
H 2.361 -4.826 4.480 0.449
H 2.246 -3.454 5.514 0.363
H 4.636 -2.099 5.151 0.420
H 3.178 -1.130 4.610 0.283
H 4.632 -1.205 3.566 0.111
H 5.224 -4.190 3.707 0.509
H 4.955 -3.445 2.123 0.275
H 4.061 -4.926 2.589 0.373
H 3.721 -1.997 1.190 0.306
H 4.310 0.957 0.636 0.341
H 2.138 4.149 2.309 -0.051
H -1.698 2.918 -0.006 -0.240
H -0.721 3.618 -1.256 0.243
H -1.793 4.672 -0.246 0.698
H -1.064 3.517 2.505 0.358
H -1.444 5.231 2.097 0.465
H 0.110 4.828 2.881 0.270
H 1.411 5.363 -0.472 0.262
H 1.089 5.941 1.234 0.450
H -0.164 6.218 0.030 0.419
H 5.419 1.115 2.964 0.156
H 6.436 2.563 3.303 0.440
H 6.197 1.932 1.653 0.374
H 3.619 2.313 4.444 0.241
H 3.122 3.970 4.086 0.301
H 4.756 3.679 4.608 0.468
H 5.200 4.466 0.952 0.256
H 5.894 4.733 2.582 0.444
H 4.194 5.204 2.266 0.309
H 0.795 -3.173 3.993 0.206
H -2.433 -1.802 0.896 -0.150
H -2.009 -0.641 2.148 0.265
H -3.442 -1.724 2.451 0.527
H -1.738 -4.217 1.111 0.416
H -3.042 -4.163 2.226 0.392
H -1.398 -4.833 2.776 0.362
H -1.087 -1.704 4.559 0.325
H -1.297 -3.450 4.627 0.416
H -2.744 -2.451 4.395 0.422
C -7.249 -1.120 0.061 -1.487
C -5.927 -0.546 -0.222 1.146
C -5.468 0.556 0.498 -0.908
C -4.270 1.193 0.199 -0.791
C -3.478 0.619 -0.815 -0.023
C -3.800 -0.609 -1.397 -1.524
N -2.790 -1.193 -2.236 1.602
C -3.010 -1.301 -3.689 0.830
C -4.127 -0.726 -4.260 -0.820
C -4.473 -1.014 -5.595 -0.669
C -3.592 -1.616 -6.462 -0.724
C -2.375 -2.107 -5.927 -0.683
C -2.076 -2.018 -4.530 0.466
C -0.669 -2.595 -4.084 -0.079
O -0.169 -3.522 -4.711 -0.734
O -0.092 -2.058 -3.015 -0.269
C -4.991 -1.271 -1.080 1.202
C -5.315 -2.577 -1.755 -2.206
H -7.650 -0.774 1.069 0.376
H -7.149 -2.205 0.045 0.328
H -7.956 -0.802 -0.709 0.290
H -6.167 0.998 1.175 0.426
H -3.927 2.108 0.716 0.385
H -2.559 1.122 -1.110 0.377
H -2.485 -2.100 -1.866 0.430
H -4.763 -0.066 -3.705 0.661
H -5.405 -0.611 -6.012 0.316
H -3.798 -1.684 -7.523 0.418
H -1.622 -2.637 -6.532 0.440
H -4.398 -3.103 -1.908 0.321
H -5.860 -2.402 -2.640 0.294
H -5.932 -3.147 -1.097 0.763
C 2.260 2.501 -4.762 -0.978
Si 1.115 1.058 -5.272 0.719
C 0.174 1.123 -6.965 -1.058
C 2.019 -0.592 -5.444 -0.919
Se -0.559 1.644 -3.735 -0.473
H 3.302 2.200 -5.033 0.308
H 2.121 2.609 -3.670 0.087
H 2.024 3.467 -5.221 0.308
H 0.774 0.813 -7.836 0.377
H -0.165 2.166 -7.178 0.261
H -0.680 0.424 -6.967 0.165
H 2.354 -0.674 -6.476 0.443
H 1.283 -1.397 -5.363 0.110
H 2.871 -0.786 -4.816 0.340

***

What are the E_tot values for these records? In order: -50483.4911 -84199.1437 -20124.1491 -24846.6295 -94290.6367 -6315.5384 -12829.4625 -107823.4043 -226513.2078 eV.
What are the max |F| values for these records? In order: 0.76 5.45 6.65 17.06 0.86 0.57 3.89 0.54 3.06 eV/Å.